This record from the Open Molecules 2025 dataset describes a structure of composition C4H7NO. The level of theory is wB97M-V/def2-TZVPD.

```
13
Properties=species:S:1:pos:R:3:forces:R:3
O 0.604973 2.201665 -0.774281 0.9 0.7 0.6
N -0.704162 0.205695 -1.179830 1.6 -0.4 -0.2
C 1.293532 1.310165 -0.329699 -0.3 0.7 0.2
C 0.931990 -0.096580 -0.378150 -0.6 0.4 -0.6
C -0.414456 -0.672682 -0.134517 -0.3 -0.7 0.4
C -1.092768 -0.479933 1.182862 -0.2 0.0 0.1
H 2.286550 1.542670 0.094836 0.1 -0.1 0.1
H -0.567244 -1.086380 1.927251 -0.2 0.1 0.0
H -0.349628 -1.704369 -0.483333 -0.1 -0.4 0.5
H -0.565242 -0.150515 -2.113503 -0.1 -0.7 -0.2
H -1.059578 0.572597 1.479888 -0.1 -0.2 -0.1
H -2.130775 -0.807360 1.109821 0.0 0.0 0.2
H 1.766806 -0.834972 -0.401351 -0.8 0.5 -1.1
```
Positions in Å, forces in eV/Å.

Values from the calculation:
ΔE to the lowest compared entry with this formula, charge and spin = 97.9 kcal per mole

Taken from the Mulliken analysis, the atomic charges in e are: atom 1 (O): -0.457, atom 2 (N): -0.560, atom 3 (C): -0.072, atom 4 (C): -0.522, atom 5 (C): 0.588, atom 6 (C): -1.159, atom 7 (H): 0.344, atom 8 (H): 0.308, atom 9 (H): 0.345, atom 10 (H): 0.234, atom 11 (H): 0.321, atom 12 (H): 0.285, atom 13 (H): 0.347